Entry 1:
C31H35AsIrN7O8S2 as an isolated structure, computed with ωB97M-V/def2-TZVPD.

```
85
Properties=species:S:1:pos:R:3
Ir -0.25 0.41 0.42
O -0.99 -0.08 -3.73
C -0.57 -0.13 -2.58
O -0.53 0.87 -1.73
C 0.01 -1.42 -2.05
C -0.14 -2.67 -2.62
C 0.42 -3.76 -1.95
C 1.12 -3.55 -0.76
C 1.21 -2.26 -0.28
N 0.67 -1.24 -0.93
C 1.89 -1.82 1.00
O 2.67 -2.58 1.55
O 1.60 -0.60 1.35
H -0.69 -2.78 -3.55
H 0.28 -4.76 -2.33
H 1.57 -4.36 -0.20
C -1.24 3.77 -0.32
C -2.23 2.80 0.22
N -2.05 1.52 0.46
C -3.25 0.99 0.91
C -4.16 1.99 0.96
N -3.51 3.13 0.52
C -4.04 4.48 0.58
N -3.50 5.24 1.68
N -2.70 6.30 1.43
N -2.28 6.78 2.54
C -2.80 6.02 3.58
C -2.64 6.14 4.96
C -3.28 5.21 5.75
C -4.06 4.18 5.18
C -4.23 4.06 3.82
C -3.59 5.01 3.03
H -0.48 3.21 -0.86
H -0.77 4.35 0.47
H -1.72 4.47 -1.01
H -3.37 -0.05 1.15
H -5.21 1.99 1.23
H -5.12 4.41 0.67
H -3.79 5.04 -0.31
H -2.03 6.92 5.38
H -3.18 5.26 6.82
H -4.53 3.45 5.84
H -4.83 3.26 3.40
C 4.05 0.33 0.16
As 2.83 1.80 -0.09
C 3.99 3.30 0.23
C 2.48 1.89 -1.97
S 1.15 2.27 1.14
H 5.00 0.64 -0.27
H 3.68 -0.55 -0.36
H 4.14 0.10 1.21
H 4.84 3.27 -0.45
H 4.35 3.25 1.26
H 3.44 4.23 0.09
H 3.42 2.12 -2.47
H 1.75 2.66 -2.17
H 2.09 0.94 -2.33
C -6.13 0.24 -2.03
C -5.37 -0.92 -1.44
C -5.86 -1.61 -0.33
C -5.21 -2.73 0.16
C -4.05 -3.17 -0.47
C -3.53 -2.49 -1.56
C -4.19 -1.37 -2.04
S -3.26 -4.66 0.06
O -4.10 -5.30 1.03
O -2.88 -5.35 -1.14
N -1.85 -4.29 0.82
C -1.86 -3.90 2.24
C -2.31 -2.47 2.59
C -1.59 -1.40 1.80
O -1.08 -0.41 2.38
O -1.54 -1.48 0.54
H -6.72 0.75 -1.26
H -6.82 -0.12 -2.79
H -5.45 0.95 -2.50
H -6.77 -1.27 0.14
H -5.60 -3.29 1.00
H -2.63 -2.86 -2.04
H -3.78 -0.84 -2.90
H -1.34 -3.62 0.24
H -0.85 -4.06 2.62
H -2.53 -4.60 2.73
H -2.12 -2.28 3.65
H -3.38 -2.36 2.39
```

Results
Spin multiplicity: 1
Maximum force (eV Å⁻¹): 3.3
ΔE to the lowest compared entry with this formula, charge and spin (eV): 2.7335

Atomic partial charges in e from the Löwdin method, atoms 1 to 4:
1 Ir 1.26
2 O 0.06
3 C -0.57
4 O -0.17


Entry 2:
C31H35BaClN2Si2 as an isolated structure, computed with ωB97M-V/def2-TZVPD.

```
72
Properties=species:S:1:pos:R:3
C 4.32 -3.13 0.38
C 4.21 -1.89 -0.29
C 3.51 -0.99 0.57
H 4.65 -1.64 -1.26
C 3.16 -1.70 1.75
C 3.68 -3.02 1.64
H 3.67 -3.77 2.44
H 4.90 -3.99 0.03
H 3.34 0.07 0.39
H 2.67 -1.27 2.63
Ba 1.31 -2.87 -0.31
Si -1.28 -0.18 0.31
C -0.57 -0.14 -1.48
C -1.41 -0.33 -2.58
H -2.48 -0.56 -2.44
C -0.90 -0.16 -3.88
H -1.58 -0.19 -4.73
C 0.47 0.02 -4.07
H 0.86 0.10 -5.08
C 1.33 0.06 -2.97
H 2.40 0.11 -3.10
C 0.81 0.03 -1.68
H 1.50 0.14 -0.82
C 0.01 0.93 1.35
C 0.72 2.03 0.86
H 0.64 2.36 -0.19
C 1.56 2.76 1.71
H 2.03 3.68 1.35
C 1.79 2.33 3.02
H 2.42 2.90 3.68
C 1.17 1.15 3.46
H 1.34 0.79 4.48
C 0.30 0.44 2.63
H -0.13 -0.50 2.98
H -0.37 -1.34 0.66
Si -2.58 1.66 0.07
C -2.44 2.92 1.42
C -2.36 4.28 1.07
H -2.61 4.58 0.05
C -1.91 5.22 2.00
H -1.83 6.26 1.70
C -1.56 4.82 3.29
H -1.19 5.55 4.01
C -1.71 3.49 3.66
H -1.42 3.17 4.67
C -2.21 2.56 2.75
H -2.35 1.52 3.05
C -2.64 2.51 -1.59
C -1.49 3.08 -2.16
H -0.55 3.06 -1.62
C -1.55 3.66 -3.44
H -0.65 4.08 -3.87
C -2.75 3.70 -4.14
H -2.80 4.18 -5.11
C -3.90 3.13 -3.57
H -4.84 3.18 -4.11
C -3.84 2.52 -2.32
H -4.72 2.03 -1.88
H -3.81 0.77 0.31
Cl -2.86 -1.66 0.67
N 2.33 -5.46 0.34
C 1.51 -6.64 -0.09
C 0.03 -6.42 0.09
N -0.30 -5.02 0.55
H 2.37 -5.45 1.36
H 3.30 -5.60 0.06
H 1.73 -6.80 -1.15
H 1.82 -7.53 0.46
H -0.48 -6.59 -0.86
H -0.36 -7.14 0.83
H -1.30 -4.86 0.48
H -0.12 -4.98 1.56
```

Results
Spin multiplicity: 1
Maximum force (eV Å⁻¹): 2.8
ΔE to the lowest compared entry with this formula, charge and spin (eV): 0.0000

Atomic partial charges in e from the Löwdin method, atoms 1 to 4:
1 C -0.27
2 C -0.25
3 C -0.26
4 H 0.09


Entry 3:
C31H35Br2LaNO3S as an isolated structure, computed with ωB97M-V/def2-TZVPD.

```
74
Properties=species:S:1:pos:R:3
C -6.44 -0.34 -0.62
C -5.53 -0.88 0.50
C -4.75 -2.14 0.10
C -3.31 -1.91 -0.33
C -3.11 -0.73 -1.32
C -1.66 -0.35 -1.38
C -0.84 -0.74 -2.44
C -1.38 -1.57 -3.56
C 0.50 -0.34 -2.45
O 1.24 -0.68 -3.52
C 1.07 0.40 -1.40
C 2.46 0.96 -1.43
O 2.39 2.34 -1.86
C 1.66 2.61 -3.03
C 0.24 3.15 -2.76
C 0.26 0.70 -0.31
C -1.09 0.40 -0.33
S -2.08 0.94 1.03
C -0.94 0.66 2.34
C -1.40 0.17 3.56
Br -3.23 -0.12 3.86
C -0.48 -0.12 4.55
C 0.87 0.09 4.30
C 1.34 0.59 3.08
C 2.82 0.75 2.86
C 3.37 -0.40 2.03
C 4.44 -0.18 1.18
C 4.96 -1.19 0.39
C 4.42 -2.48 0.44
C 4.94 -3.60 -0.41
C 3.37 -2.70 1.32
C 2.85 -1.68 2.10
C 0.41 0.88 2.11
N 0.84 1.41 0.84
C 0.54 2.76 0.68
C 0.57 3.64 1.93
O 1.60 3.98 2.37
Br -1.18 4.16 2.70
H -6.62 -1.07 -1.39
H -7.39 0.02 -0.24
H -5.97 0.51 -1.11
H -6.09 -1.05 1.42
H -4.79 -0.11 0.73
H -5.30 -2.70 -0.66
H -4.71 -2.79 0.97
H -2.95 -2.80 -0.85
H -2.69 -1.73 0.54
H -3.43 -1.05 -2.30
H -3.73 0.13 -1.05
H -1.91 -2.44 -3.19
H -0.58 -1.94 -4.19
H -2.07 -1.01 -4.19
H 2.15 -0.89 -3.27
H 3.18 0.38 -1.99
H 2.84 0.98 -0.41
H 1.62 1.78 -3.72
H 2.19 3.42 -3.53
H 0.35 4.07 -2.15
H -0.33 2.36 -2.23
H -0.25 3.44 -3.69
H -0.80 -0.52 5.49
H 1.58 -0.16 5.07
H 3.04 1.69 2.36
H 3.27 0.70 3.85
H 4.89 0.80 1.09
H 5.78 -0.99 -0.27
H 5.10 -4.49 0.19
H 5.82 -3.33 -0.97
H 4.17 -3.86 -1.14
H 2.94 -3.69 1.38
H 2.04 -1.94 2.77
H -0.49 2.80 0.23
H 1.20 3.22 -0.06
La -1.85 3.84 -0.60
```

Results
Net charge: +3
Spin multiplicity: 1
Maximum force (eV Å⁻¹): 1.7

Atomic partial charges in e from the Löwdin method, atoms 1 to 4:
1 C -0.09
2 C -0.25
3 C -0.18
4 C -0.16


Entry 4:
C31H35BrF4N2PSn as an isolated structure, computed with ωB97M-V/def2-TZVPD.

```
75
Properties=species:S:1:pos:R:3
Sn -5.83 3.10 16.69
C -7.83 4.87 19.58
C -8.74 4.34 18.59
C -9.00 5.31 17.61
C -8.16 6.48 17.95
C -7.49 6.16 19.18
C -6.74 7.08 20.06
C -7.93 7.67 17.08
C -10.14 5.20 16.60
C -9.45 3.04 18.89
C -7.42 4.05 20.73
H -5.65 6.99 19.90
H -6.95 6.91 21.13
H -6.93 8.11 19.71
H -6.87 7.99 17.20
H -8.56 8.49 17.38
H -8.14 7.43 16.00
H -11.04 5.78 16.86
H -10.32 4.09 16.60
H -9.92 5.56 15.61
H -10.13 2.72 18.10
H -10.00 3.24 19.80
H -8.76 2.17 19.15
H -7.96 3.09 20.80
H -7.67 4.57 21.70
H -6.32 3.87 20.69
N -3.59 3.78 16.70
C -3.05 3.88 15.34
C -3.66 5.03 14.54
C -5.05 4.79 13.95
N -6.12 4.72 14.97
H -3.56 4.72 17.15
H -3.07 3.07 17.24
H -3.17 2.91 14.73
H -1.94 4.00 15.41
H -2.97 5.12 13.73
H -3.72 6.04 15.03
H -5.08 3.81 13.38
H -5.33 5.56 13.22
H -7.00 4.32 14.61
H -6.33 5.66 15.24
F -4.47 -3.66 13.22
C -4.57 -2.72 14.21
C -4.08 -3.03 15.46
F -3.72 -4.31 15.68
C -4.02 -2.07 16.46
F -3.72 -2.60 17.72
C -4.61 -0.88 16.22
P -5.00 0.31 17.61
C -3.37 0.41 18.45
C -3.33 0.87 19.79
C -2.10 1.00 20.41
C -0.96 0.50 19.80
C -1.04 -0.02 18.52
C -2.16 0.10 17.78
C -6.15 -0.48 18.80
C -5.74 -1.38 19.78
C -6.63 -2.13 20.53
C -8.01 -2.02 20.38
C -8.46 -1.12 19.37
C -7.54 -0.39 18.58
C -5.18 -0.58 14.98
Br -5.62 1.18 14.42
C -5.10 -1.52 13.96
F -5.77 -1.39 12.79
H -4.23 1.07 20.31
H -2.00 1.42 21.40
H 0.01 0.57 20.28
H -0.07 -0.29 18.09
H -2.22 -0.15 16.74
H -4.67 -1.53 20.10
H -6.18 -2.87 21.20
H -8.70 -2.57 21.03
H -9.51 -1.03 19.13
H -7.94 0.17 17.69
```

Results
Net charge: +3
Spin multiplicity: 1
Maximum force (eV Å⁻¹): 4.7
ΔE to the lowest compared entry with this formula, charge and spin (eV): 0.8867

Atomic partial charges in e from the Löwdin method, atoms 1 to 4:
1 Sn 1.10
2 C -0.16
3 C -0.18
4 C -0.17


Entry 5:
C31H35BrN2OPPd as an isolated structure, computed with ωB97M-V/def2-TZVPD.

```
72
Properties=species:S:1:pos:R:3
Pd -0.53 0.23 0.34
C 1.76 -4.53 -5.49
C 2.54 -4.79 -4.17
C 3.99 -5.13 -4.49
C 1.88 -6.00 -3.43
C 2.38 -3.64 -3.24
C 1.02 -3.19 -2.96
C 0.83 -2.18 -2.11
Br -0.90 -1.56 -1.70
C 1.96 -1.51 -1.41
O 1.75 -0.70 -0.54
C 3.37 -1.94 -1.79
C 3.48 -3.01 -2.64
C 4.60 -1.23 -1.30
C 5.31 -0.68 -2.57
C 4.40 -0.07 -0.33
C 5.53 -2.27 -0.63
H 1.92 -5.39 -6.13
H 2.14 -3.64 -6.00
H 0.68 -4.43 -5.35
H 4.01 -5.98 -5.17
H 4.56 -5.41 -3.60
H 4.50 -4.31 -5.00
H 1.96 -6.85 -4.10
H 0.83 -5.85 -3.20
H 2.42 -6.24 -2.51
H 0.20 -3.69 -3.45
H 4.46 -3.36 -2.91
H 4.69 0.06 -3.09
H 5.58 -1.47 -3.27
H 6.23 -0.18 -2.25
H 3.79 0.73 -0.75
H 5.38 0.35 -0.11
H 3.95 -0.39 0.61
H 5.84 -3.06 -1.31
H 5.05 -2.73 0.24
H 6.43 -1.76 -0.29
N -1.01 2.56 2.16
P -0.82 0.91 2.38
C -2.27 0.14 3.06
C -2.63 0.52 4.37
C -3.76 -0.02 4.95
C -4.53 -0.94 4.24
C -4.18 -1.32 2.95
C -3.05 -0.77 2.36
C 0.60 0.66 3.38
C 0.65 -0.42 4.27
C 1.77 -0.62 5.05
C 2.84 0.26 4.95
C 2.81 1.33 4.06
C 1.70 1.53 3.27
C -1.52 2.95 0.94
C -2.09 4.19 0.68
C -2.56 4.45 -0.58
C -2.48 3.47 -1.57
C -1.92 2.26 -1.25
N -1.43 2.01 -0.02
H -0.95 3.23 2.92
H -2.03 1.22 4.93
H -4.05 0.27 5.95
H -5.42 -1.37 4.70
H -4.78 -2.03 2.41
H -2.79 -1.06 1.34
H -0.20 -1.09 4.36
H 1.80 -1.44 5.75
H 3.71 0.12 5.58
H 3.65 2.01 4.00
H 1.68 2.37 2.57
H -2.17 4.92 1.48
H -3.01 5.41 -0.81
H -2.84 3.64 -2.57
H -1.82 1.47 -1.98
```

Results
Net charge: +3
Spin multiplicity: 1
Maximum force (eV Å⁻¹): 0.4
ΔE to the lowest compared entry with this formula, charge and spin (eV): 0.5072

Atomic partial charges in e from the Löwdin method, atoms 1 to 4:
1 Pd 0.61
2 C 0.00
3 C -0.53
4 C -0.03


Entry 6:
C31H35CdNP2S3 as an isolated structure, computed with ωB97M-V/def2-TZVPD.

```
73
Properties=species:S:1:pos:R:3
Cd -0.17 1.19 -1.29
C 1.73 -1.10 2.04
N 0.99 -0.45 0.96
P 0.50 1.17 1.21
C 1.73 1.94 2.29
C 1.52 2.10 3.66
C 2.50 2.70 4.43
C 3.68 3.14 3.84
C 3.88 2.99 2.48
C 2.91 2.40 1.70
C -1.04 1.06 2.16
C -1.68 -0.14 2.43
C -2.93 -0.13 3.03
C -3.54 1.08 3.34
C -2.90 2.28 3.08
C -1.65 2.27 2.49
P 1.29 -0.93 -0.67
C 3.05 -1.41 -0.71
C 4.00 -0.51 -1.18
C 5.34 -0.87 -1.19
C 5.72 -2.12 -0.71
C 4.77 -3.02 -0.26
C 3.43 -2.67 -0.26
C 0.48 -2.54 -0.93
C -0.49 -3.13 -0.12
C -1.04 -4.34 -0.50
C -0.65 -4.96 -1.68
C 0.31 -4.37 -2.49
C 0.87 -3.16 -2.12
H 1.25 -0.85 2.99
H 2.77 -0.78 2.08
H 1.70 -2.18 1.91
H 0.60 1.76 4.12
H 2.35 2.82 5.49
H 4.44 3.61 4.45
H 4.79 3.35 2.03
H 3.05 2.28 0.63
H -1.21 -1.08 2.18
H -3.43 -1.06 3.24
H -4.52 1.08 3.80
H -3.36 3.21 3.35
H -1.12 3.20 2.30
H 3.69 0.46 -1.56
H 6.08 -0.18 -1.56
H 6.76 -2.39 -0.70
H 5.07 -4.00 0.09
H 2.69 -3.38 0.07
H -0.81 -2.65 0.79
H -1.78 -4.81 0.13
H -1.08 -5.90 -1.96
H 0.62 -4.85 -3.40
H 1.63 -2.69 -2.73
C -3.96 1.82 -1.18
C -3.80 0.46 -0.53
S -2.35 -0.54 -1.03
C -2.65 -1.09 -2.75
C -2.70 -0.06 -3.87
S -1.38 1.23 -3.90
C -2.35 2.79 -3.94
C -2.36 3.67 -2.69
S -2.45 2.87 -1.05
H -4.75 2.36 -0.66
H -4.22 1.74 -2.23
H -4.69 -0.15 -0.69
H -3.64 0.58 0.55
H -3.58 -1.66 -2.75
H -1.82 -1.79 -2.91
H -3.66 0.46 -3.89
H -2.58 -0.59 -4.81
H -3.36 2.52 -4.25
H -1.90 3.36 -4.75
H -3.20 4.36 -2.76
H -1.44 4.25 -2.63
```

Results
Net charge: +2
Spin multiplicity: 1
Maximum force (eV Å⁻¹): 1.1

Atomic partial charges in e from the Löwdin method, atoms 1 to 4:
1 Cd 1.00
2 C -0.12
3 N -0.53
4 P 0.88


Number 1: calculated total energy -144874.424 eV. Number 2: calculated total energy -64667.102 eV. Number 3: calculated total energy -192096.944 eV. Number 4: calculated total energy -131697.900 eV. Number 5: calculated total energy -120527.911 eV. Number 6: calculated total energy -89841.069 eV.